{
  "formula": "C32H31F6N4O",
  "method": "wB97M-V/def2-TZVPD",
  "species": ["C", "N", "C", "N", "C", "O", "H", "H", "H", "H", "H", "H", "H", "H", "F", "C", "F", "F", "C", "N", "C", "C", "C", "C", "C", "C", "C", "C", "C", "C", "C", "C", "C", "C", "C", "N", "C", "C", "F", "F", "F", "C", "C", "C", "C", "C", "C", "C", "C", "C", "C", "H", "H", "H", "H", "H", "H", "H", "H", "H", "H", "H", "H", "H", "H", "H", "H", "H", "H", "H", "H", "H", "H", "H"],
  "coordinates": [[-1.261, -1.481, 2.792], [-0.875, -0.262, 3.532], [-1.102, 0.975, 2.739], [0.458, -0.383, 3.972], [1.540, -0.240, 3.128], [1.447, -0.253, 1.908], [-1.682, -1.209, 1.816], [-0.392, -2.135, 2.664], [-2.029, -2.004, 3.372], [-1.641, 0.717, 1.819], [-1.734, 1.649, 3.328], [-0.166, 1.486, 2.490], [0.606, -0.311, 4.972], [2.485, -0.116, 3.698], [-0.287, 0.904, 13.599], [0.233, 1.098, 12.357], [-0.706, 1.759, 11.598], [1.310, 1.951, 12.475], [0.662, -0.161, 11.656], [1.088, 0.197, 10.295], [2.490, 0.175, 10.070], [3.151, -1.060, 9.953], [4.530, -1.089, 9.775], [5.259, 0.106, 9.769], [4.606, 1.333, 9.928], [3.222, 1.373, 10.073], [0.211, 0.169, 9.235], [0.541, 0.884, 8.058], [-0.295, 0.847, 6.960], [-1.436, -0.018, 6.924], [-2.188, -0.156, 5.723], [-3.180, -1.178, 5.566], [-4.442, -0.907, 4.968], [-5.410, -1.888, 4.853], [-5.127, -3.216, 5.251], [-6.036, -4.234, 5.078], [-7.448, -3.959, 4.781], [-8.200, -3.831, 6.076], [-9.465, -3.348, 5.938], [-8.275, -5.062, 6.691], [-7.525, -3.004, 6.944], [-5.608, -5.568, 4.847], [-5.474, -6.460, 5.924], [-5.082, -7.775, 5.684], [-4.819, -8.199, 4.378], [-4.988, -7.321, 3.302], [-5.420, -6.017, 3.528], [-3.864, -3.512, 5.817], [-2.930, -2.512, 6.000], [-1.771, -0.684, 8.144], [-0.986, -0.578, 9.274], [1.534, -0.559, 12.185], [-0.175, -0.862, 11.653], [2.547, -1.970, 9.984], [5.028, -2.050, 9.643], [6.342, 0.079, 9.643], [5.168, 2.267, 9.936], [2.680, 2.312, 10.198], [1.459, 1.473, 8.040], [-0.075, 1.468, 6.089], [-2.215, 0.693, 5.044], [-4.661, 0.107, 4.631], [-6.379, -1.645, 4.421], [-7.572, -3.038, 4.206], [-7.847, -4.829, 4.250], [-5.688, -6.093, 6.930], [-4.979, -8.460, 6.526], [-4.487, -9.222, 4.195], [-4.787, -7.643, 2.280], [-5.592, -5.309, 2.713], [-3.646, -4.536, 6.123], [-1.975, -2.748, 6.473], [-2.675, -1.293, 8.201], [-1.263, -1.114, 10.180]],
  "energy_ha": -2131.200995,
  "total_charge": 1
}